Entry 1:
Formula: C11H42FO10P
Source: OMol25
Level of theory: ωB97M-V/def2-TZVPD

Structure (ORCA input):
```
! wB97M-V def2-TZVPD RIJCOSX def2/J DEFGRID3
* xyz 0 1
P -0.314 -0.314 -1.627
F 2.905 0.471 -0.685
O 0.505 6.235 -5.172
O -0.334 0.787 1.846
O -6.663 -0.979 2.890
O -3.191 -4.237 1.332
O -6.045 -0.698 7.209
O 10.442 0.273 1.426
O -3.523 -1.263 -0.579
O 6.927 -1.173 -1.596
O 1.264 2.669 -3.833
O 3.041 -1.569 -1.443
C -1.862 -4.218 0.814
C -7.085 -1.512 7.746
C -4.616 -2.045 -0.080
C -5.640 -0.799 3.869
C 6.093 -1.117 -0.440
C 9.671 0.367 0.228
C 0.847 2.750 -5.193
C 2.536 -0.531 -1.490
C 1.449 -0.172 -2.441
C 0.685 0.289 2.706
C 0.262 6.371 -6.570
H -7.026 -2.525 7.339
H -1.619 -0.426 -1.062
H 10.349 0.522 -0.606
H 9.109 -0.555 0.070
H -1.144 -4.485 1.594
H 6.724 -1.186 0.444
H 9.829 0.135 2.154
H 0.413 -0.699 3.089
H 0.212 1.893 -5.408
H 1.716 2.728 -5.856
H 0.107 6.995 -4.736
H -7.225 -0.199 2.915
H 6.348 -1.109 -2.362
H -1.653 -3.210 0.464
H -5.046 0.089 3.634
H 0.719 7.288 -6.950
H -4.493 -3.085 -0.378
H 0.849 0.973 3.543
H 0.706 5.517 -7.076
H -5.207 -1.098 7.463
H 8.981 1.213 0.296
H -8.038 -1.071 7.465
H -6.077 -0.696 4.862
H -7.016 -1.551 8.835
H -4.618 -1.982 1.003
H -1.143 0.856 2.362
H -0.230 -1.744 -1.748
H 1.823 3.433 -3.658
H 1.621 0.871 -2.723
H 1.543 -0.808 -3.318
H -4.994 -1.675 3.852
H 5.389 -1.949 -0.450
H -0.793 0.510 -2.694
H -3.371 -5.131 1.640
H 1.604 0.206 2.130
H -3.537 -1.332 -1.538
H 0.145 0.388 -0.474
H -1.768 -4.915 -0.023
H 5.547 -0.171 -0.421
H -0.812 6.388 -6.772
H 0.281 3.669 -5.354
H -5.562 -1.656 -0.466
*
```

The calculation puts the total energy at -1637.63596 Ha. The calculation puts the orbital gap at 8.636 eV. Its highest occupied orbital energy is -8.097 eV.

Entry 2:
Formula: C11H43N11O11
Source: OMol25
Level of theory: ωB97M-V/def2-TZVPD

Structure (ORCA input):
```
! wB97M-V def2-TZVPD RIJCOSX def2/J DEFGRID3
* xyz 0 1
O -3.172 21.952 18.137
O -6.301 21.568 14.591
O -0.017 19.664 19.961
O -2.017 17.092 15.000
O 0.286 21.410 17.800
O -2.927 19.803 22.427
O -4.308 23.998 19.462
O -1.575 21.657 11.310
O -7.363 19.975 18.586
O -3.490 17.248 18.366
O -0.085 19.006 14.938
N -2.381 17.595 20.334
N -3.985 20.724 12.880
N -2.272 19.930 17.584
N -4.454 20.089 18.060
N -3.303 16.046 13.448
N -3.880 15.910 15.647
N -2.221 21.570 21.094
N -3.475 21.930 22.950
N 0.487 21.822 15.541
N 1.398 23.252 17.043
N -2.273 15.570 19.309
C -0.315 21.159 11.725
C -2.955 16.344 14.732
C -2.483 20.627 10.899
C -2.793 16.824 19.299
C -5.237 20.698 15.015
C -3.040 19.885 12.139
C 0.689 22.096 16.865
C -2.894 21.007 22.156
C -3.295 20.734 17.920
C -6.818 22.270 15.701
C -4.719 19.895 13.827
H 0.125 20.103 19.104
H -2.560 14.931 18.591
H -7.098 23.254 15.321
H 0.409 18.494 14.291
H -1.352 20.361 17.562
H -3.618 19.006 11.843
H -4.375 21.325 15.262
H -3.691 15.967 16.637
H -5.324 20.481 18.376
H 0.168 18.734 19.801
H -2.510 22.514 20.926
H -5.475 20.013 15.823
H -3.505 22.901 22.714
H -4.427 19.097 17.874
H -2.308 18.960 17.322
H -0.360 20.442 12.550
H -8.013 20.673 18.726
H 0.067 20.926 15.329
H 0.917 22.414 14.865
H -1.876 17.186 21.093
H -4.523 15.234 15.283
H -6.227 22.330 16.617
H 1.540 23.830 16.241
H -3.778 23.274 19.057
H -4.073 19.088 14.207
H -7.206 19.610 19.466
H -5.536 19.382 13.309
H -4.641 24.500 18.714
H -4.076 15.427 13.314
H -1.932 15.200 20.177
H -0.950 18.560 14.988
H 0.300 21.961 12.129
H -2.730 16.396 12.704
H -3.535 21.500 13.346
H -3.300 21.232 10.511
H -1.949 19.967 10.213
H -1.755 21.041 20.376
H 0.171 20.675 10.874
H -7.765 21.818 16.032
H -2.256 19.592 12.848
H 1.631 23.625 17.944
H -4.042 21.537 23.682
H -2.601 18.577 20.303
*
```

The calculation puts the total energy at -1875.05880 Ha. The calculation puts the orbital gap at 8.633 eV. Its highest occupied orbital energy is -8.319 eV.

Entry 3:
Formula: C11H44N22O11
Source: OMol25
Level of theory: ωB97M-V/def2-TZVPD

Structure (ORCA input):
```
! wB97M-V def2-TZVPD RIJCOSX def2/J DEFGRID3
* xyz -1 2
O 2.199 2.972 0.035
O -2.766 -4.032 1.822
O -3.974 2.292 0.534
O 3.530 -1.849 -0.489
O 0.873 -2.654 -5.019
O -0.299 0.654 5.664
O -2.131 4.744 -1.346
O -3.235 -0.877 -2.756
O 1.665 0.559 -2.294
O 2.485 0.708 2.184
O -1.635 -0.914 0.469
N 3.215 1.415 -3.651
N -1.525 2.651 -1.263
N -1.257 -4.624 3.474
N -5.505 -1.102 -2.740
N -3.397 0.696 1.934
N 1.984 5.073 0.700
N 2.385 3.465 2.143
N -0.349 -3.548 -3.493
N -0.890 -1.589 -4.192
N -0.928 -0.152 -1.395
N 4.176 0.990 0.790
N 0.474 -0.135 0.210
N 4.342 -0.602 2.228
N 3.703 -0.396 -2.601
N -1.448 -2.541 2.733
N 0.605 -0.241 3.927
N 1.583 -2.856 -0.277
N -0.136 1.801 3.823
N 3.157 -3.980 -1.003
N -0.162 3.891 -2.121
N -4.373 -0.994 -0.905
N -4.862 2.147 2.482
C 3.531 0.332 1.736
C 2.778 -2.802 -0.626
C -4.048 1.726 1.583
C -4.306 -0.930 -2.171
C -0.071 0.683 4.498
C -0.733 -0.440 -0.129
C -1.875 -3.799 2.676
C -0.112 -2.598 -4.320
C 2.822 0.521 -2.808
C 2.136 3.800 0.911
C -1.379 3.845 -1.572
H 0.225 3.132 -2.663
H 2.556 2.471 2.196
H 3.686 -0.933 -1.745
H 1.865 5.617 1.543
H 5.225 -0.665 1.742
H -0.715 2.050 -1.204
H 2.957 4.059 2.726
H 2.927 2.374 -3.783
H 0.069 4.836 -2.391
H -2.431 2.435 -0.873
H -1.794 -0.311 -1.890
H -3.412 0.435 2.909
H 2.525 -4.688 -1.349
H 4.618 -0.245 -3.001
H -0.543 2.708 4.004
H -0.508 -2.364 3.056
H -1.537 -1.585 -3.416
H 4.134 -3.989 -1.258
H -1.298 -3.641 -3.159
H -1.544 -5.579 3.317
H -6.379 -1.083 -2.235
H -0.028 -4.505 -3.468
H -4.942 1.547 3.290
H 0.826 -1.117 4.379
H -0.876 -0.934 -4.961
H 1.059 0.350 -0.455
H 4.141 -0.947 3.155
H 1.692 5.371 -0.220
H 1.331 0.066 3.294
H 0.188 1.622 2.884
H -1.938 -1.985 2.047
H 3.697 1.796 0.414
H -0.320 0.464 -1.916
H 4.987 0.619 0.316
H -5.606 2.772 2.205
H 0.687 0.196 1.140
H 1.034 -3.679 -0.480
H 4.111 1.148 -4.034
H -2.978 0.173 1.178
H 1.188 -1.938 -0.134
H -5.557 -0.858 -3.719
H -5.364 -0.875 -0.748
H -3.605 -1.222 -0.290
H -0.601 -4.403 4.210
*
```

The calculation puts the total energy at -2478.02884 Ha. The calculation puts the orbital gap (alpha / beta) at 1.739 / 8.962 eV. The expectation value of S² is 0.75. Its highest occupied orbital energy (alpha / beta) is 0.452 / -6.791 eV.

Number 3 is which compound?
C11H44N22O11